Entry 1:
8 unconnected molecules or ions with the total composition C34H89N9O13 in a non-equilibrium geometry, computed with ωB97M-V/def2-TZVPD.

The geometry in ORCA input format:
```
! wB97M-V def2-TZVPD RIJCOSX def2/J DEFGRID3
* xyz 0 1
C -3.00 0.20 4.83
O -2.67 -0.93 4.46
N -4.29 0.51 5.12
N -2.17 1.29 4.81
H -4.64 1.41 5.37
H -4.85 -0.30 5.32
H -1.31 1.16 4.30
H -2.60 2.17 5.01
C 0.82 0.40 2.73
O 0.75 1.27 3.62
N 1.60 0.49 1.62
N -0.02 -0.65 2.74
H 2.20 1.29 1.62
H 1.55 -0.16 0.85
H -0.77 -0.69 3.42
H 0.24 -1.46 2.21
C 2.89 2.94 5.10
C 2.37 4.02 4.16
O 2.74 5.30 4.70
H 2.22 2.77 5.95
H 3.85 3.20 5.54
H 3.06 2.03 4.52
H 1.30 3.85 4.09
H 2.80 4.08 3.16
H 2.38 5.97 4.10
C 0.74 3.98 0.62
O 0.32 5.23 1.14
C -1.11 5.33 1.15
C -1.82 5.36 -0.21
N -1.33 6.22 -1.30
C -2.16 6.06 -2.51
C -3.59 6.64 -2.41
O -4.40 6.00 -1.44
C -4.94 4.72 -1.75
H 0.42 3.77 -0.40
H 0.47 3.17 1.31
H 1.83 3.98 0.56
H -1.26 6.29 1.64
H -1.47 4.48 1.73
H -2.84 5.62 0.08
H -1.96 4.34 -0.59
H -1.53 7.14 -0.93
H -2.21 5.03 -2.89
H -1.63 6.62 -3.29
H -3.96 6.33 -3.40
H -3.68 7.72 -2.37
H -5.76 4.58 -1.04
H -4.16 4.02 -1.43
H -5.26 4.52 -2.77
C -0.18 -4.34 -1.13
O 0.10 -3.22 -1.95
C -0.95 -2.26 -1.92
C -0.47 -0.97 -2.56
N -0.03 -1.34 -3.89
C 0.28 -0.29 -4.83
C -0.88 0.47 -5.44
O -1.31 1.62 -4.70
C -1.14 2.78 -5.48
H 0.54 -5.13 -1.28
H -1.26 -4.47 -1.00
H 0.00 -4.10 -0.07
H -1.23 -2.05 -0.88
H -1.83 -2.62 -2.47
H 0.39 -0.53 -2.04
H -1.27 -0.23 -2.50
H -0.10 -2.30 -4.15
H 0.80 -0.85 -5.62
H 1.12 0.39 -4.65
H -1.78 -0.14 -5.55
H -0.60 0.71 -6.46
H -1.33 3.66 -4.85
H -1.99 2.88 -6.17
H -0.16 2.80 -5.97
C -6.26 2.07 -7.06
O -5.38 1.45 -6.14
C -4.92 2.33 -5.14
C -4.30 1.61 -3.95
N -5.36 1.16 -3.09
C -4.81 0.33 -2.00
C -3.83 1.11 -1.05
O -3.44 0.14 -0.09
C -2.74 0.69 1.03
H -7.19 2.47 -6.65
H -6.54 1.28 -7.75
H -5.67 2.84 -7.57
H -5.74 2.97 -4.79
H -4.17 2.98 -5.62
H -3.68 2.31 -3.39
H -3.76 0.72 -4.31
H -6.06 0.68 -3.64
H -4.24 -0.51 -2.43
H -5.67 -0.04 -1.44
H -4.45 1.76 -0.43
H -3.01 1.63 -1.54
H -2.62 -0.19 1.67
H -3.35 1.45 1.51
H -1.69 0.84 0.73
C 0.14 -6.90 1.54
O 1.00 -7.97 1.20
C 1.80 -8.52 2.24
C 1.87 -10.06 1.98
N 2.76 -10.69 2.93
C 2.21 -11.02 4.24
C 3.31 -11.53 5.17
O 4.33 -10.55 5.18
C 5.61 -11.04 5.51
H 0.60 -5.90 1.57
H -0.30 -7.09 2.52
H -0.53 -6.94 0.68
H 1.35 -8.43 3.23
H 2.78 -8.04 2.20
H 2.27 -10.21 0.98
H 0.88 -10.48 2.07
H 3.65 -10.24 3.10
H 1.51 -11.83 4.02
H 1.62 -10.25 4.76
H 3.72 -12.48 4.82
H 2.95 -11.70 6.19
H 6.40 -10.30 5.53
H 5.81 -11.84 4.79
H 5.57 -11.55 6.49
C 2.31 3.27 -2.81
O 3.30 2.70 -1.98
C 3.30 1.30 -1.85
C 4.51 0.75 -1.09
N 4.47 0.99 0.34
C 4.39 2.35 0.86
C 5.76 3.06 0.80
O 6.70 2.54 1.69
C 6.67 3.17 2.97
H 2.44 4.35 -2.80
H 1.32 2.97 -2.45
H 2.38 3.00 -3.87
H 3.07 0.75 -2.76
H 2.52 1.13 -1.09
H 5.48 0.95 -1.57
H 4.39 -0.34 -1.18
H 5.20 0.47 0.79
H 4.13 2.09 1.89
H 3.66 3.03 0.44
H 5.60 4.14 0.97
H 6.11 3.03 -0.24
H 7.08 4.17 2.81
H 7.27 2.69 3.73
H 5.63 3.20 3.32
*
```

Output
**Highest occupied orbital energy**: -8.3 eV
**Electronic energy**: -76721.8066 eV
**LUMO energy**: 0.019 Eh
**Structure (SMILES)**: COCCNCCOC.COCCNCCOC.COCCNCCOC.COCCNCCOC.COCCNCCOC.NC(N)=O.NC(N)=O.CCO

Entry 2:
12 unconnected molecules or ions with the total composition C34H91NO35S11 in a non-equilibrium geometry, computed with ωB97M-V/def2-TZVPD.

The geometry in ORCA input format:
```
! wB97M-V def2-TZVPD RIJCOSX def2/J DEFGRID3
* xyz 0 1
C -0.07 6.95 -0.90
N 0.86 7.26 -2.01
O 1.26 6.36 -2.75
O 1.45 8.39 -1.87
H -0.91 7.62 -1.06
H 0.48 7.22 -0.01
H -0.26 5.87 -0.87
O -2.13 4.87 3.39
S -3.06 4.14 4.25
O -2.89 3.99 5.71
O -4.56 4.64 3.91
C -5.67 4.17 4.78
C -6.77 3.63 3.76
C -2.93 2.43 3.54
H -6.11 4.97 5.38
H -5.30 3.36 5.41
H -6.82 2.55 3.75
H -6.55 4.01 2.76
H -7.72 3.97 4.19
H -3.13 2.29 2.48
H -3.56 1.79 4.16
H -1.88 2.19 3.73
O 11.57 2.77 7.10
S 10.17 3.11 6.87
O 9.77 4.46 6.44
O 9.40 1.92 5.87
C 8.33 2.23 5.01
C 7.73 0.84 4.64
C 9.20 2.54 8.36
H 8.72 2.69 4.11
H 7.57 2.81 5.53
H 7.07 0.74 3.77
H 7.15 0.47 5.48
H 8.42 0.01 4.48
H 8.31 3.16 8.25
H 9.78 2.73 9.27
H 8.85 1.51 8.30
O 1.36 -5.98 3.42
S 1.09 -7.31 2.86
O 2.14 -8.34 2.93
O -0.21 -8.10 3.64
C -1.37 -7.41 4.12
C -2.47 -8.40 4.48
C 0.51 -7.35 1.07
H -1.58 -6.63 3.39
H -1.07 -6.91 5.05
H -2.00 -9.28 4.93
H -3.01 -8.85 3.66
H -3.22 -8.14 5.23
H 1.27 -6.98 0.38
H -0.33 -6.66 1.06
H 0.10 -8.28 0.69
O 3.37 1.81 5.59
S 2.39 2.27 6.57
O 1.59 3.52 6.50
O 1.33 1.08 6.86
C 1.65 -0.27 6.79
C 0.33 -0.92 6.49
C 3.28 2.35 8.18
H 2.13 -0.72 7.66
H 2.34 -0.65 6.03
H 0.41 -2.00 6.41
H 0.06 -0.65 5.47
H -0.45 -0.65 7.20
H 3.32 1.28 8.38
H 2.57 2.89 8.81
H 4.22 2.87 7.98
O -0.28 -1.31 1.11
S 0.72 -1.10 0.07
O 1.17 -2.19 -0.77
O 0.09 0.10 -0.96
C 0.91 0.59 -1.95
C 0.01 1.19 -3.00
C 2.15 -0.23 0.93
H 1.50 -0.23 -2.37
H 1.61 1.35 -1.60
H -0.70 1.90 -2.58
H -0.68 0.39 -3.30
H 0.61 1.59 -3.82
H 1.76 0.37 1.75
H 2.67 0.28 0.11
H 2.82 -0.92 1.43
O 6.11 -1.55 -3.04
S 7.01 -1.88 -1.89
O 6.77 -1.26 -0.61
O 7.25 -3.45 -1.76
C 6.22 -4.30 -1.39
C 5.42 -4.77 -2.60
C 8.87 -1.57 -2.11
H 5.53 -3.83 -0.69
H 6.48 -5.20 -0.83
H 5.92 -5.55 -3.19
H 5.24 -4.03 -3.38
H 4.48 -5.20 -2.26
H 9.08 -0.51 -2.25
H 9.20 -2.07 -3.02
H 9.48 -2.05 -1.34
O -6.63 -7.98 -4.80
S -6.55 -6.69 -4.10
O -7.17 -6.52 -2.77
O -4.94 -6.20 -4.03
C -4.63 -4.95 -3.43
C -3.18 -4.82 -3.71
C -7.28 -5.37 -5.27
H -4.81 -4.99 -2.36
H -5.19 -4.12 -3.87
H -3.09 -4.36 -4.69
H -2.68 -5.78 -3.71
H -2.81 -4.07 -3.01
H -6.59 -5.30 -6.11
H -7.51 -4.44 -4.76
H -8.16 -5.78 -5.76
O -2.29 6.19 -11.59
S -2.05 7.44 -10.79
O -2.99 8.53 -10.53
O -1.37 7.00 -9.34
C -0.94 5.65 -9.19
C -0.96 5.42 -7.72
C -0.59 8.28 -11.46
H 0.02 5.57 -9.70
H -1.67 4.92 -9.54
H -1.14 4.36 -7.58
H -1.70 5.98 -7.15
H 0.01 5.76 -7.34
H 0.18 7.52 -11.58
H -0.30 8.93 -10.63
H -0.96 8.87 -12.30
O 7.82 -3.25 7.66
S 7.00 -4.23 6.89
O 5.56 -4.00 6.96
O 7.48 -4.31 5.31
C 6.63 -4.86 4.35
C 7.48 -5.85 3.50
C 7.38 -6.02 7.22
H 6.09 -4.16 3.72
H 5.80 -5.42 4.80
H 8.06 -5.28 2.77
H 6.80 -6.57 3.04
H 8.01 -6.46 4.22
H 7.18 -6.60 6.32
H 6.71 -6.28 8.03
H 8.41 -6.18 7.54
O -5.19 -0.14 -5.09
S -5.83 -0.34 -6.38
O -5.65 -1.61 -7.11
O -7.52 -0.01 -6.17
C -8.38 -0.55 -7.08
C -9.81 -0.09 -6.95
C -5.50 1.10 -7.56
H -8.28 -1.63 -7.11
H -8.09 -0.35 -8.11
H -9.99 0.99 -6.89
H -10.33 -0.55 -6.11
H -10.37 -0.36 -7.84
H -6.14 1.12 -8.44
H -4.45 1.26 -7.80
H -5.73 1.98 -6.96
O -4.97 3.94 -0.17
S -5.22 5.05 -1.17
O -4.34 5.16 -2.32
O -6.83 5.01 -1.63
C -7.48 3.77 -1.72
C -8.79 3.98 -2.35
C -5.16 6.67 -0.09
H -7.51 3.35 -0.72
H -6.81 3.20 -2.36
H -8.68 4.57 -3.26
H -9.60 4.36 -1.72
H -9.20 3.00 -2.61
H -4.46 6.57 0.75
H -6.11 6.59 0.43
H -5.00 7.57 -0.69
*
```

Output
**Highest occupied orbital energy**: -10.8 eV
**Electronic energy**: -229056.6712 eV
**LUMO energy**: -0.003 Eh
**Structure (SMILES)**: CCOS(C)(=O)=O.CCOS(C)(=O)=O.CCOS(C)(=O)=O.CCOS(C)(=O)=O.CCOS(C)(=O)=O.CCOS(C)(=O)=O.CCOS(C)(=O)=O.CCOS(C)(=O)=O.CCOS(C)(=O)=O.CCOS(C)(=O)=O.CCOS(C)(=O)=O.C[N+](=O)[O-]

- Which of these has the highest LUMO energy?
  C34H89N9O13